<P>
The following is a quantum chemistry calculation of a single C4H4Cl2 molecule, from the OMol25 dataset.

ORCA input file:
```
! RIJCOSX wB97M-V def2-TZVPD def2/J DEFGRID3
* xyz 0 1
C -1.2376 0.2267 -0.6176
C -0.0764 -0.0357 -1.1702
C -0.2157 -0.0481 1.2044
C 0.7718 -0.1000 0.0047
Cl 1.8260 1.3484 0.1037
Cl 1.8881 -1.4860 -0.1186
H -2.3455 0.4078 -0.7399
H 0.4044 -0.2774 -2.1471
H -0.2302 0.8109 1.7800
H -0.7849 -0.8466 1.7005
*
```

Values from the calculation:
Lowest unoccupied orbital energy, eV: 0.54
Orbital gap, eV: 10.08

Mulliken atomic charge list, values in e, 4 entries:
1. C -0.409
2. C -0.393
3. C -0.956
4. C 0.872

<Q>
The following is a quantum chemistry calculation of a molecular structure, C4H4Cl2, from the OMol25 dataset.

ORCA input file:
```
! RIJCOSX wB97M-V def2-TZVPD def2/J DEFGRID3
* xyz 0 1
C -0.6548 1.7759 -1.1376
C 0.3444 0.5881 -0.3955
C 0.6734 -0.4094 0.1362
C 0.8707 -1.5416 1.1215
H -0.6565 3.0880 -0.8286
H -0.7060 1.4596 -2.2212
H -1.9265 1.3537 -0.7269
H 1.6023 -1.4365 1.7159
Cl 0.9703 -3.0967 0.0711
Cl -0.5171 -1.7811 2.2652
*
```

Values from the calculation:
Lowest unoccupied orbital energy, eV: 0.46
Orbital gap, eV: 10.90

Mulliken atomic charge list, values in e, 4 entries:
1. C -0.763
2. C 0.183
3. C -0.214
4. C -0.022

<R>
The following is a quantum chemistry calculation of a molecular structure, C4H4Cl2, from the OMol25 dataset.

ORCA input file:
```
! RIJCOSX wB97M-V def2-TZVPD def2/J DEFGRID3
* xyz 0 1
C 0.2051 -0.0277 -1.1170
C 0.4977 0.2915 1.1168
C 0.7329 -0.8132 0.0812
C 0.5292 1.0777 -0.1653
Cl 2.2331 -1.5533 -0.0198
Cl 4.1707 0.8055 0.0147
H 0.8753 -0.1654 -1.9903
H -0.7907 -0.0549 -1.4168
H -0.3697 0.3538 1.7368
H 1.3197 0.3953 1.7812
*
```

Values from the calculation:
Lowest unoccupied orbital energy (alpha / beta), eV: -0.89 / -3.47
Orbital gap (alpha / beta), eV: 8.26 / 4.66

Mulliken atomic charge list, values in e, 4 entries:
1. C -0.311
2. C -0.344
3. C 0.220
4. C -0.337

Stability ranking, top and bottom: <P> is the most stable and <R> is the least stable.